This record from OMol25 describes the molecule C4H9NO. The level of theory is the ωB97M-V functional and the def2-TZVPD basis.

Structure (XYZ):
```
15
Properties=species:S:1:pos:R:3
C 1.7210 0.2473 -0.1968
N 0.6407 0.8438 0.6116
C -0.6603 0.1845 0.4946
C -1.2622 0.1705 -0.9128
C -0.4876 -1.2296 1.0668
O -0.1634 -2.1785 0.4080
H 2.0804 -0.6667 0.2750
H 1.3951 -0.0666 -1.1964
H 2.5233 0.9609 -0.2984
H 0.5165 1.8066 0.3349
H -1.3267 0.7385 1.1599
H -2.3570 0.1778 -0.9012
H -0.9201 1.0232 -1.5122
H -0.9650 -0.7138 -1.4629
H -0.7347 -1.2980 2.1299
```

Output
HOMO-LUMO gap ... 10.1 eV
SMILES ... CN[C@@H](C)C=O
HOMO ... -0.3351 Ha
Largest force on an atom ... 0.951 eV/A
Energy above the lowest of the compared OMol25 structures with the same formula, charge and spin ... 157.2 kJ/mol

---

This record from OMol25 describes a structure of composition C4H4ClF at a distorted geometry. The level of theory is the ωB97M-V functional and the def2-TZVPD basis.

Structure (XYZ):
```
10
Properties=species:S:1:pos:R:3
C 0.4272 0.6066 0.6984
C 0.4477 0.4847 -0.6790
C -0.6257 -0.5128 0.8293
C -0.6219 -0.4071 -0.6950
F -1.6678 -0.2074 1.6490
Cl -3.0060 1.0790 -1.5018
H 1.1135 1.1330 1.2912
H 1.0519 0.9629 -1.4401
H -0.0489 -1.2380 1.1867
H -1.0541 -0.8822 -1.5959
```

Output
HOMO-LUMO gap (alpha / beta) ... 6.3 / 6.3 eV
HOMO (alpha / beta) ... -0.3270 / -0.3270 Ha
Largest force on an atom ... 4.667 eV/A
Energy above the lowest of the compared OMol25 structures with the same formula, charge and spin ... 344.1 kJ/mol

---

This record from OMol25 describes a cluster of 11 separate species, C41H123N23O16P6 in total at a distorted geometry. The level of theory is the ωB97M-V functional and the def2-TZVPD basis.

Structure (XYZ):
```
209
Properties=species:S:1:pos:R:3
O 0.5888 -1.3619 6.0463
P 0.7070 -2.8661 5.8708
N 1.8483 -3.6074 6.9785
C 2.1566 -4.9825 6.9874
C 2.6811 -2.8408 7.8669
N 1.3691 -3.4032 4.3946
C 2.6392 -2.8572 3.9031
C 1.1652 -4.7712 3.9024
N -0.7307 -3.7191 5.9936
C -1.7892 -3.4170 4.9945
C -1.1060 -4.4452 7.1767
H 2.9799 -5.2548 6.3269
H 1.3210 -5.6111 6.6797
H 2.3450 -5.2993 8.0132
H 2.8477 -3.3935 8.7915
H 2.2387 -1.8798 8.1293
H 3.6574 -2.8423 7.3822
H 2.7841 -1.7933 4.0911
H 3.5135 -3.2331 4.4345
H 2.6242 -2.9189 2.8150
H 0.5102 -5.3383 4.5638
H 0.6212 -4.6368 2.9675
H 2.0724 -5.3754 3.9060
H -2.6958 -4.0157 4.9064
H -2.2498 -2.4655 5.2605
H -1.2909 -3.4069 4.0251
H -0.3307 -4.4333 7.9428
H -1.1756 -5.5186 7.0005
H -2.0770 -4.1320 7.5604
O -0.8746 5.8155 6.6074
P -0.1929 4.5914 6.2927
N 1.1098 4.7807 5.1617
C 1.9768 3.6662 4.8210
C 1.6140 6.0799 4.7383
N -1.2680 3.4370 5.6753
C -1.6648 3.6021 4.2498
C -2.3424 2.8682 6.4015
N 0.5287 3.8403 7.7038
C 1.0351 2.4978 7.8056
C 0.8921 4.6458 8.8193
H 2.1026 3.7228 3.7398
H 1.5430 2.6941 5.0553
H 2.9219 3.7186 5.3616
H 2.1260 6.0882 3.7761
H 2.4562 6.3890 5.3573
H 0.8000 6.7991 4.8292
H -2.1335 2.7105 3.8330
H -2.2874 4.4937 4.1760
H -0.7807 3.6759 3.6166
H -2.9943 3.7100 6.6349
H -2.8426 2.0817 5.8363
H -1.8840 2.3957 7.2703
H 0.3747 1.8210 7.2635
H 1.9917 2.4698 7.2840
H 1.1264 2.1855 8.8459
H 1.8973 5.0519 8.7063
H 0.7175 4.1447 9.7714
H 0.2521 5.5236 8.9092
O 1.8498 -4.9438 -7.1698
P 2.0985 -4.5819 -5.7409
N 3.4720 -5.1002 -4.9734
C 4.6366 -5.5464 -5.6717
C 3.8928 -4.6488 -3.6126
N 0.7877 -5.1730 -4.7382
C -0.4058 -5.7449 -5.3584
C 0.9102 -5.2493 -3.2840
N 2.0689 -2.8279 -5.4864
C 3.1545 -2.1418 -6.0162
C 0.8443 -2.1622 -5.7302
H 5.2805 -6.1853 -5.0673
H 5.2239 -4.7170 -6.0657
H 4.3558 -5.9862 -6.6287
H 4.9481 -4.3759 -3.6152
H 3.6721 -5.4968 -2.9643
H 3.2528 -3.8503 -3.2374
H -0.2174 -6.7102 -5.8282
H -1.1949 -5.9210 -4.6274
H -0.6586 -5.0111 -6.1237
H 0.8092 -4.2393 -2.8868
H 0.0839 -5.7342 -2.7642
H 1.7961 -5.7546 -2.8994
H 3.8599 -2.1413 -5.1852
H 3.5800 -2.6857 -6.8595
H 2.8640 -1.1347 -6.3152
H 0.4434 -2.3577 -6.7247
H 0.8990 -1.1145 -5.4346
H 0.0750 -2.6509 -5.1323
O 2.0169 0.0236 0.1538
P 0.6494 -0.5562 -0.0928
N -0.0751 -0.0151 -1.5994
C 0.6042 -0.4981 -2.7724
C -0.5803 1.3214 -1.6960
N -0.4127 -0.2595 1.2169
C 0.0702 -0.0760 2.5707
C -1.7880 -0.6376 1.1799
N 0.6649 -2.2772 -0.1349
C -0.5465 -3.1005 -0.2746
C 1.9636 -2.9975 -0.0894
H 1.6135 -0.0877 -2.8003
H -0.0295 -0.3903 -3.6527
H 0.7421 -1.5654 -2.5994
H -0.5561 1.7764 -0.7058
H -1.6355 1.3358 -1.9689
H -0.0987 1.9867 -2.4126
H -0.0928 -0.9381 3.2176
H 1.1437 0.0682 2.6935
H -0.3659 0.7943 3.0611
H -2.3287 0.0371 1.8435
H -2.2533 -0.4895 0.2054
H -1.9004 -1.6673 1.5194
H -1.3109 -2.5226 -0.7941
H -0.2771 -3.9801 -0.8593
H -0.7624 -3.4594 0.7317
H 2.2510 -3.4773 -1.0249
H 2.0074 -3.7131 0.7316
H 2.7862 -2.3097 0.1066
O 1.9062 1.1537 -5.3398
P 3.0710 2.1214 -5.2123
N 3.4362 2.9803 -6.6459
C 4.2001 4.2210 -6.6466
C 3.1602 2.4730 -8.0028
N 4.5558 1.2553 -4.8167
C 5.2786 0.6186 -5.9877
C 4.6764 0.6689 -3.4899
N 3.0023 3.4038 -4.0248
C 1.7691 4.1757 -3.9411
C 4.1689 3.9373 -3.3735
H 5.1793 4.0838 -6.1878
H 3.7332 4.9504 -5.9846
H 4.1960 4.6103 -7.6647
H 3.9379 2.7583 -8.7112
H 2.1895 2.7545 -8.4110
H 3.1074 1.3892 -7.8992
H 6.1462 0.0471 -5.6578
H 4.5603 0.0178 -6.5455
H 5.6719 1.3748 -6.6671
H 4.3008 1.3654 -2.7404
H 4.1029 -0.2568 -3.4408
H 5.7168 0.4440 -3.2549
H 0.9527 3.4909 -4.1706
H 1.6388 4.4821 -2.9032
H 1.8120 5.0405 -4.6032
H 3.9082 3.9877 -2.3163
H 4.3880 4.9288 -3.7698
H 5.0844 3.3472 -3.4134
O -4.9139 0.3877 0.3605
P -5.4741 1.7533 0.6341
N -7.1475 2.0909 0.4360
C -7.7482 3.3936 0.7694
C -8.0845 0.9491 0.5210
N -4.6037 2.9540 -0.2357
C -4.7125 2.8711 -1.7199
C -3.2472 3.3823 0.2512
N -5.2310 2.1465 2.3061
C -5.3405 3.4966 2.8926
C -4.7597 1.0663 3.2295
H -8.6746 3.5999 0.2333
H -7.0732 4.2210 0.5504
H -7.9110 3.4273 1.8467
H -8.8273 1.0224 -0.2733
H -8.6651 0.9354 1.4434
H -7.5209 0.0448 0.2913
H -4.2548 3.7573 -2.1596
H -4.0798 2.0765 -2.1154
H -5.7553 2.7529 -2.0141
H -2.8219 4.1061 -0.4440
H -3.3947 3.9421 1.1748
H -2.4853 2.6032 0.2750
H -6.0635 3.5186 3.7079
H -4.4342 3.9200 3.3254
H -5.7067 4.1757 2.1227
H -5.1153 0.1532 2.7522
H -5.2021 1.0687 4.2257
H -3.6770 1.1817 3.2806
C -1.4936 -7.5527 -0.0236
N -2.4533 -7.5182 1.1280
O -2.6023 -6.4524 1.7168
O -2.9366 -8.5582 1.5606
H -1.5960 -6.5836 -0.5119
H -1.9474 -8.2534 -0.7245
H -0.5284 -7.7673 0.4351
C -2.1641 6.5313 -2.5984
N -2.0692 5.2028 -3.1933
O -2.8115 4.9011 -4.0860
O -1.1602 4.4975 -2.7165
H -1.5825 7.1232 -3.3052
H -1.7221 6.5906 -1.6038
H -3.2103 6.8149 -2.7133
C -3.9265 -2.8095 -1.4885
N -3.2362 -3.9518 -2.1498
O -2.6798 -3.7072 -3.2266
O -3.0914 -4.9515 -1.5256
H -4.9805 -3.0546 -1.3576
H -3.7366 -1.9442 -2.1235
H -3.4259 -2.6265 -0.5377
C -1.0015 1.6930 -5.7667
N -1.1767 1.0392 -7.1128
O -0.6864 1.6324 -8.0670
O -1.8466 0.0030 -7.1929
H -1.9552 1.8534 -5.2637
H -0.4093 2.6057 -5.8328
H -0.4996 1.0332 -5.0590
C 1.9086 3.2646 -0.3289
N 3.0451 3.5418 0.5330
O 4.0981 2.8325 0.3790
O 2.9150 4.3081 1.4357
H 2.1836 2.5738 -1.1259
H 1.4711 4.1877 -0.7090
H 1.0760 2.8582 0.2453
```

Output
Charge ... +1
HOMO-LUMO gap (alpha / beta) ... 6.9 / 2.0 eV
Spin multiplicity ... 2
HOMO (alpha / beta) ... -0.3461 / -0.3461 Ha
Largest force on an atom ... 4.716 eV/A

---

This record from OMol25 describes the molecule C3H7N3O. The level of theory is the ωB97M-V functional and the def2-TZVPD basis.

Structure (XYZ):
```
14
Properties=species:S:1:pos:R:3
H -0.0468 -1.9236 2.9250
N -0.2557 -1.3564 2.1053
C 0.7417 -1.3287 1.3437
O 0.7071 -0.6627 0.1460
C 0.4344 0.6813 0.1575
N 0.8130 1.4024 1.1301
H 0.5362 2.3721 1.0024
N -0.1687 1.0394 -1.0210
C -0.8599 0.0861 -1.8722
H 1.6941 -1.8508 1.4693
H -0.4706 1.9990 -1.0641
H -1.5673 -0.5352 -1.3113
H -0.1466 -0.5693 -2.3796
H -1.4108 0.6464 -2.6312
```

Output
HOMO-LUMO gap ... 10.0 eV
SMILES ... [H]/N=C/O/C(=N/[H])NC
HOMO ... -0.3321 Ha
Largest force on an atom ... 0.458 eV/A
Energy above the lowest of the compared OMol25 structures with the same formula, charge and spin ... 140.2 kJ/mol

---

- Which of these has the lowest largest force on an atom?
  C3H7N3O

---

- Which of these has the highest largest force on an atom?
  C41H123N23O16P6